1.
{
  "formula": "C7H13B",
  "method": "wB97M-V/def2-TZVPD",
  "species": ["B", "C", "C", "C", "C", "C", "C", "C", "H", "H", "H", "H", "H", "H", "H", "H", "H", "H", "H", "H", "H"],
  "positions_angstrom": [[-1.4300, -0.0285, 0.0643], [-0.6467, -1.3769, -0.0297], [0.8224, -1.2373, -0.2932], [0.7554, 0.8582, 1.2464], [-0.5981, 1.1586, 0.4553], [1.4798, -0.0380, 0.2865], [-3.0410, 0.2316, -0.3016], [2.5516, 0.5299, -0.5091], [-0.6486, -2.0827, 0.9464], [-1.1348, -2.0876, -0.6608], [1.4963, -2.0784, -0.0976], [0.9409, -1.0511, -1.3977], [1.2082, 1.9027, 1.4957], [0.5591, 0.3273, 2.1923], [-0.8158, 2.1453, 0.0453], [-3.0449, 0.3748, -1.3997], [-3.4722, 1.0868, 0.1787], [-3.6842, -0.7434, -0.2655], [2.9396, -0.2573, -1.2013], [3.3505, 0.7422, 0.2360], [2.4128, 1.6238, -0.9908]],
  "atomic_forces_ev_per_a": [[-1.5991, 0.8309, 0.1944], [-0.0359, -2.6273, 3.1748], [0.7600, 0.7251, -1.9652], [-1.0180, 1.6137, 0.4889], [1.4479, -1.0330, 0.3536], [-2.2367, 2.1145, -0.3767], [1.1280, -3.0800, -0.9608], [2.1599, 1.7508, -0.3138], [-0.6614, 1.9111, -1.3268], [-0.1131, -0.4368, -1.0301], [-0.4508, -0.4673, 0.1267], [-0.0292, -0.4464, 0.6973], [-0.1452, -2.1412, -0.5040], [-0.1224, 0.3715, -0.1976], [0.5217, 0.0443, 0.3099], [0.0625, 0.4174, 0.2535], [-0.3944, 0.2338, 0.2746], [0.9376, 1.7973, 0.5560], [-0.1905, 1.0956, 0.1015], [0.1056, -0.0427, -0.5547], [-0.1265, -2.6312, 0.6988]],
  "mulliken_charge": [0.14, -0.95, -0.70, -0.46, -0.52, 0.61, -1.01, -1.25, 0.23, 0.45, 0.36, 0.38, 0.28, 0.27, 0.36, 0.34, 0.28, 0.24, 0.38, 0.32, 0.23],
  "fmax_ha_per_bohr": 0.080,
  "de_lowest_kj_mol": 209.2,
  "gap_ev": [8.64, 6.57],
  "multiplicity": 1
}



2.
{
  "formula": "C7H13ClI2IrN2OP",
  "method": "wB97M-V/def2-TZVPD",
  "species": ["I", "I", "Ir", "P", "C", "C", "H", "H", "H", "C", "H", "H", "H", "H", "H", "H", "C", "O", "Cl", "N", "C", "C", "N", "C", "H", "H", "H", "H"],
  "positions_angstrom": [[-2.5305, 0.7800, 2.2969], [1.3861, 1.7824, 2.1190], [0.1812, 0.1532, 0.4913], [-0.4687, 1.4365, -1.2425], [0.9119, 2.3580, -1.9468], [-1.1144, 0.5608, -2.7323], [-2.6030, 2.0565, -0.4609], [-2.0686, 3.2527, -1.6989], [-1.3633, 3.2707, -0.0423], [-1.7602, 2.6365, -0.8367], [-1.9176, -0.1002, -2.4002], [-1.4887, 1.2610, -3.4911], [0.5382, 3.1014, -2.6566], [1.5637, 1.6427, -2.4601], [-0.2986, -0.0266, -3.1689], [1.4399, 2.8466, -1.1227], [1.9208, -0.0344, -0.1059], [3.0472, -0.1294, -0.3881], [-2.0409, -0.8837, 0.2025], [0.9648, -3.7902, 1.9214], [0.7283, -3.1846, 3.1396], [0.4529, -1.8629, 2.8883], [0.5281, -1.6868, 1.5134], [0.8241, -2.8510, 0.9426], [1.2150, -4.7649, 1.7476], [0.7872, -3.6942, 4.0662], [0.2213, -1.0473, 3.5421], [0.9437, -3.0826, -0.1169]],
  "atomic_forces_ev_per_a": [[-0.6502, 0.3256, 0.7942], [-0.0307, 0.7289, 0.7905], [-0.9726, -2.1146, 1.9150], [-0.9019, 1.4793, -4.0563], [0.3043, -0.1341, 0.6577], [0.2326, -0.5475, 0.7951], [-0.3157, 0.2317, -0.1019], [0.2590, -0.3972, 0.2020], [-0.2255, 0.2524, -0.0136], [0.2219, -0.2208, 0.7572], [0.0062, 0.0137, -0.3605], [0.1426, 0.0982, 0.4043], [0.0045, -0.0838, 0.0698], [0.0431, 0.2592, 0.0321], [-0.2034, 0.0086, 0.0473], [0.1891, 0.1799, -0.3618], [6.2423, -0.3929, -2.3704], [-4.4833, 0.1937, 1.0589], [0.1239, 0.0687, -0.1830], [-0.2865, 1.3195, -0.5649], [-0.0614, 0.6876, -0.8687], [0.1151, -1.0296, -0.5315], [0.0380, 0.1972, -0.4490], [0.2991, -1.1698, 0.8492], [-0.1195, 0.2762, 0.2021], [0.0628, -0.4487, 0.5835], [0.0554, -0.0221, 0.3016], [-0.0890, 0.2407, 0.4013]],
  "mulliken_spin": [1.64, 1.33, 1.11, 0.12, 0.03, 0.00, -0.01, 0.00, -0.01, 0.06, 0.00, 0.00, 0.01, 0.00, 0.00, 0.00, 0.13, -0.01, 0.44, 0.00, 0.02, 0.01, 0.14, -0.01, 0.00, 0.00, 0.00, 0.00],
  "fmax_ha_per_bohr": 0.130,
  "de_lowest_kj_mol": 0.0,
  "gap_ev": [8.25, 4.55],
  "charge": 3,
  "s_squared": 8.77,
  "multiplicity": 6
}



3.
{
  "formula": "C7H13F3N3O3",
  "method": "wB97M-V/def2-TZVPD",
  "species": ["N", "C", "N", "C", "C", "O", "N", "H", "H", "H", "H", "H", "H", "H", "H", "C", "C", "O", "C", "O", "C", "F", "F", "F", "H", "H", "H", "H", "H"],
  "positions_angstrom": [[4.6309, 1.1954, 0.8877], [3.3371, 1.2846, 1.1881], [2.2637, 0.3809, 0.8630], [1.0253, 1.2224, 0.6342], [1.5829, 2.6721, 0.8594], [0.7025, 3.7424, 1.1175], [2.6260, 2.3353, 1.9000], [4.9064, 0.9959, -0.0735], [5.3221, 1.3397, 1.6303], [2.4089, -0.2163, 0.0418], [0.6246, 1.0858, -0.4103], [0.3080, 0.9999, 1.4775], [2.2456, 3.0530, 0.0104], [0.9351, 4.4511, 0.4911], [3.2338, 3.1278, 2.1389], [-4.2406, -1.7996, -2.1568], [-3.9761, -1.8103, -0.6648], [-2.7230, -2.4538, -0.3713], [-1.6299, -1.7038, -0.5240], [-1.6304, -0.5587, -0.8842], [-0.3850, -2.4930, -0.1343], [-0.3779, -3.7278, -0.6470], [-0.2802, -2.6314, 1.1965], [0.7478, -1.8980, -0.5505], [-4.1878, -2.8118, -2.5629], [-5.2261, -1.3836, -2.3698], [-3.4935, -1.2043, -2.6857], [-4.7486, -2.3901, -0.1584], [-4.0018, -0.8035, -0.2427]],
  "atomic_forces_ev_per_a": [[-0.3553, -0.1165, 0.6669], [-5.1216, -0.0766, 1.3450], [2.5215, 2.7584, -2.0738], [-0.4057, 0.8027, 0.7675], [0.8197, 0.7837, -1.5489], [0.7793, -1.3398, 0.2086], [2.6043, -0.9449, -0.6680], [0.0609, -0.5548, 0.6739], [-0.2128, 0.3691, -0.7777], [0.3143, -0.2179, 0.6520], [0.1853, -0.1129, 1.3848], [0.4525, 0.1869, -1.2590], [-1.1418, -0.9223, 0.2569], [-0.2690, -0.3343, 0.4966], [-0.3192, -0.3533, -0.1386], [0.3438, -0.0351, -0.1992], [-0.9078, 0.2673, -0.2919], [1.0935, 0.0784, 0.2313], [-1.7742, 0.2139, -0.1799], [0.7291, -0.1080, 0.1558], [0.9399, -1.3410, 0.3720], [-0.2592, 0.3756, -0.1263], [-0.2765, 0.3889, -0.1010], [-0.2011, 0.4151, -0.1245], [-0.1345, 0.0237, 0.0946], [0.0442, -0.0370, 0.0766], [-0.1019, 0.0663, 0.0729], [0.3253, -0.1542, 0.0794], [0.2670, -0.0815, -0.0460]],
  "mulliken_charge": [-0.32, 0.30, -0.10, -0.36, -0.19, -0.48, -0.36, 0.26, 0.29, 0.27, 0.29, 0.26, 0.41, 0.40, 0.32, -1.09, -0.21, -0.31, 0.38, -0.52, 0.90, -0.24, -0.26, -0.26, 0.31, 0.37, 0.31, 0.33, 0.31],
  "fmax_ha_per_bohr": 0.103,
  "gap_ev": 9.63,
  "charge": 1,
  "multiplicity": 1
}



4.
{
  "formula": "C7H13IO3S",
  "method": "wB97M-V/def2-TZVPD",
  "species": ["C", "C", "C", "I", "O", "C", "O", "O", "C", "C", "C", "S", "H", "H", "H", "H", "H", "H", "H", "H", "H", "H", "H", "H", "H"],
  "positions_angstrom": [[3.8257, -1.1697, 0.1731], [2.9167, -0.2453, -0.6400], [1.5043, -0.2452, -0.1288], [0.7068, -2.2660, -0.3885], [0.7376, 0.6263, -0.9439], [0.2264, 1.7482, -0.3526], [0.3983, 2.8479, -0.8542], [-0.3668, 1.5858, 0.8444], [-1.4245, 0.6225, 0.8916], [-2.5730, 0.9581, -0.0372], [-3.2363, -0.3101, -0.5640], [-4.3435, -1.0863, 0.6601], [4.7425, -0.6795, 0.4588], [3.3360, -1.4814, 1.0834], [4.0922, -2.0573, -0.3732], [3.2924, 0.7666, -0.6532], [2.8748, -0.6000, -1.6563], [1.4451, 0.0350, 0.9089], [-1.7741, 0.6428, 1.9097], [-1.0667, -0.3760, 0.7193], [-3.3160, 1.5540, 0.4625], [-2.2383, 1.5245, -0.8997], [-3.8132, -0.1118, -1.4500], [-2.4830, -1.0386, -0.8202], [-3.4633, -1.2445, 1.6498]],
  "atomic_forces_ev_per_a": [[-0.0495, 0.3254, 0.0674], [0.2243, -0.7421, 0.1133], [-0.1389, -0.1476, -0.7836], [0.0049, 0.2024, 0.2031], [-0.3710, 0.2516, 0.3363], [0.9894, 2.4432, -0.7163], [-0.5665, -2.3648, 0.8832], [0.1049, 0.0984, -0.3962], [-0.4952, 0.1856, 0.3185], [-0.1331, -0.4715, -0.5815], [0.2554, -0.0568, 0.8431], [-0.4180, 0.0105, -0.2603], [0.3200, 0.2310, 0.0502], [-0.1066, -0.1628, 0.3818], [0.0137, -0.3790, -0.2099], [-0.0167, 0.4513, 0.0690], [0.0606, 0.1291, -0.5305], [-0.2422, -0.1288, 0.4301], [0.0409, 0.1120, 0.4719], [0.3867, -0.4147, -0.2972], [-0.2440, 0.4162, 0.2237], [0.3299, 0.1983, -0.1520], [-0.4566, 0.0448, -0.2022], [0.2828, -0.2233, -0.2731], [0.2247, -0.0083, 0.0112]],
  "mulliken_charge": [-1.21, -0.32, -0.72, 0.04, -0.19, 0.56, -0.56, -0.37, -0.20, -0.33, -0.69, -0.19, 0.35, 0.38, 0.35, 0.34, 0.37, 0.63, 0.36, 0.02, 0.34, 0.32, 0.37, 0.27, 0.10],
  "fmax_ha_per_bohr": 0.053,
  "de_lowest_kj_mol": 27.7,
  "gap_ev": 9.49,
  "multiplicity": 1
}



5.
{
  "formula": "C7H13IO3S",
  "method": "wB97M-V/def2-TZVPD",
  "species": ["C", "C", "C", "I", "C", "C", "C", "S", "O", "O", "O", "C", "H", "H", "H", "H", "H", "H", "H", "H", "H", "H", "H", "H", "H"],
  "positions_angstrom": [[-1.9179, -1.5460, -1.4437], [-0.4461, -0.9911, -1.4436], [0.2753, -1.4365, -0.1321], [2.3117, -2.0103, -0.6648], [0.1590, -0.4374, 1.0800], [-0.8605, 0.7392, 0.8464], [-0.2566, 2.0116, 0.1600], [1.5214, 1.8407, -0.1733], [1.7970, 1.2865, -1.5249], [2.0836, 3.2159, -0.1124], [2.2945, 0.9619, 0.9661], [1.4817, 0.0455, 1.7175], [-2.2300, -1.7106, -0.3926], [-1.9219, -2.5359, -1.9157], [-2.6427, -0.8414, -1.8709], [-0.3733, 0.0760, -1.6758], [0.0644, -1.5124, -2.2683], [-0.1998, -2.3847, 0.1608], [-0.3301, -1.0195, 1.8835], [-1.1456, 1.0458, 1.8703], [-1.7886, 0.3848, 0.3820], [-0.7267, 2.1158, -0.8315], [-0.4545, 2.9514, 0.6878], [1.2035, 0.5567, 2.6634], [2.1023, -0.8057, 2.0320]],
  "atomic_forces_ev_per_a": [[0.5880, 0.4074, 0.9947], [-0.3179, -1.1467, -0.2666], [-0.2398, 0.5346, -0.5529], [-0.2627, -0.1478, 0.2740], [-0.3693, -0.3059, -0.3174], [0.7439, 0.3029, 1.1686], [-0.6649, -1.4840, -0.1818], [3.5814, 3.7807, -3.7593], [-1.4516, -0.2723, 3.0890], [-1.3825, -2.6370, 1.0983], [-1.6409, 0.4716, -1.0592], [-1.0094, -0.1726, 1.3221], [-0.0416, 0.0788, -0.4657], [-0.2874, 0.3936, -0.0944], [0.2097, -0.4071, -0.2241], [0.0215, -0.3018, 0.3014], [-0.1393, 0.4508, 0.2137], [0.4600, 0.2991, -0.0639], [0.4372, 0.1603, -0.1889], [0.0375, -0.0926, -0.4138], [0.4444, 0.1736, -0.1393], [0.6739, 0.0554, 0.1455], [0.5264, -0.3836, 0.1092], [0.1157, -0.0763, -0.4427], [-0.0322, 0.3190, -0.5464]],
  "mulliken_charge": [-1.39, -0.41, -1.02, 0.08, 0.60, -0.85, -0.78, 1.24, -0.57, -0.70, -0.28, -1.15, 0.37, 0.35, 0.34, 0.23, 0.57, 0.57, 0.37, 0.45, 0.26, 0.38, 0.44, 0.37, 0.53],
  "fmax_ha_per_bohr": 0.125,
  "de_lowest_kj_mol": 157.7,
  "gap_ev": 9.53,
  "multiplicity": 1
}



6.
{
  "formula": "C7H13N",
  "method": "wB97M-V/def2-TZVPD",
  "species": ["C", "C", "C", "C", "C", "C", "H", "H", "H", "H", "H", "H", "H", "H", "H", "H", "C", "N", "H", "H", "H"],
  "positions_angstrom": [[-1.5889, -1.0915, -0.3950], [-0.9568, -0.0111, -0.9355], [0.6299, 0.1058, -1.1628], [1.3567, -0.2991, 0.0473], [1.4643, 0.5950, 1.0648], [1.5835, -1.7624, 0.2358], [-2.5212, -1.4549, -0.8010], [-1.3103, -1.4822, 0.5723], [-1.4270, 0.4010, -1.8256], [0.8748, -0.5007, -2.0347], [0.7830, 1.1628, -1.3913], [1.9309, 0.3081, 1.9975], [1.5481, 1.6526, 0.8502], [2.3539, -2.1166, -0.4526], [0.6707, -2.3182, -0.0157], [1.8906, -2.0094, 1.2509], [-1.3167, 1.3386, 0.5778], [-1.3179, 2.5027, 0.0335], [-0.2793, 1.0476, 1.1029], [-2.1599, 0.9415, 1.1613], [-2.2084, 2.9903, 0.1198]],
  "atomic_forces_ev_per_a": [[0.1554, 1.0566, -0.0175], [1.0518, -2.5293, -1.8081], [-1.2238, 1.0433, 0.6088], [-0.3989, 0.4483, 1.5676], [2.0615, -0.7354, -0.9967], [-0.0082, -0.1979, -0.1048], [-0.2888, 0.2723, 0.1332], [0.3823, -0.4226, -0.0845], [-0.1669, 0.1431, 0.1508], [-0.2398, -0.0163, -0.0119], [0.1782, -0.0561, -0.0742], [-0.1758, -0.2089, 0.2028], [-0.5827, 0.1532, -0.0253], [0.0428, -0.0077, -0.0089], [0.1438, 0.0165, 0.0602], [0.0056, 0.0215, 0.0065], [1.3833, 1.4656, 2.8448], [0.1272, 0.1176, 0.0394], [-2.1141, -0.1627, -1.6564], [-0.1281, -0.0627, -0.4356], [-0.2048, -0.3385, -0.3900]],
  "mulliken_charge": [-1.03, 0.14, -0.80, 0.99, -1.46, -1.36, 0.31, 0.33, 0.35, 0.35, 0.39, 0.37, 0.39, 0.34, 0.30, 0.36, -0.10, -0.59, 0.12, 0.38, 0.22],
  "fmax_ha_per_bohr": 0.068,
  "de_lowest_kj_mol": 440.6,
  "gap_ev": 8.65,
  "multiplicity": 1
}



Number 1: E_tot -8142.409 eV. Number 2: E_tot -53317.034 eV. Number 3: E_tot -26227.850 eV. Number 4: E_tot -32547.704 eV. Number 5: E_tot -32546.357 eV. Number 6: E_tot -8955.367 eV.